Entry 1:
Formula: C24H22IN7O4S3W
Source: OMol25
Level of theory: ωB97M-V/def2-TZVPD

Structure (XYZ):
```
62
C24H22IN7O4S3W (ωB97M-V/def2-TZVPD)
W 0.381 -0.829 -0.394
C -3.651 2.253 6.148
C -2.817 1.477 5.174
C -1.819 2.102 4.426
C -1.055 1.389 3.520
C -1.302 0.030 3.370
C -2.283 -0.626 4.106
C -3.035 0.107 4.999
S -0.360 -0.902 2.248
O 0.612 0.041 1.571
O 0.236 -2.068 2.818
N -1.264 -1.289 0.932
C -1.273 -2.626 0.497
C -1.822 -3.745 1.084
C -1.648 -4.950 0.420
C -0.932 -4.996 -0.778
C -0.386 -3.842 -1.288
N -0.565 -2.673 -0.652
H -3.224 3.233 6.350
H -3.753 1.716 7.090
H -4.655 2.399 5.746
H -1.634 3.159 4.566
H -0.261 1.865 2.963
H -2.442 -1.691 3.989
H -3.800 -0.387 5.584
H -2.364 -3.668 2.015
H -2.066 -5.858 0.834
H -0.796 -5.929 -1.305
H 0.190 -3.820 -2.204
N 3.069 4.460 -5.590
C 2.806 3.326 -4.917
C 2.043 3.355 -3.728
C 1.793 2.200 -3.035
C 2.289 0.985 -3.525
C 3.043 0.929 -4.698
C 3.290 2.087 -5.388
S 2.038 -0.445 -2.610
O 0.562 -0.808 -2.552
O 2.858 -1.537 -3.018
N 2.258 -0.064 -0.995
C 2.907 -1.120 -0.334
S 4.556 -1.441 -0.104
C 4.129 -2.923 0.661
C 2.787 -3.088 0.704
N 2.095 -2.048 0.136
H 2.753 5.353 -5.257
H 3.611 4.443 -6.436
H 1.664 4.299 -3.359
H 1.222 2.225 -2.117
H 3.423 -0.020 -5.052
H 3.869 2.059 -6.302
H 4.888 -3.584 1.045
H 2.259 -3.910 1.162
I -3.201 4.177 0.199
C -2.333 2.461 -0.546
C -2.811 1.648 -1.557
N -1.939 0.643 -1.702
N -0.909 0.759 -0.843
C -1.145 1.868 -0.132
H -3.692 1.738 -2.171
H -1.939 -0.088 -2.398
H -0.454 2.188 0.630
```

## Properties
* total energy: -86283.843 eV
* F_max: 1.0 eV/Å
* charge: +2
* 2S+1: 3
* HOMO (spin up / spin down): -13.24 / -13.24 eV
* energy above the lowest of the compared OMol25 structures with the same formula, charge and spin: 9.5 kcal per mole
* LUMO level (spin up / spin down): -5.4 / -6.5 eV
* Kohn-Sham gap (spin up / spin down): 7.855 / 6.794 eV
* expectation value of S²: 2.013

Entry 2:
Formula: C24H22N2O5
Source: OMol25
Level of theory: ωB97M-V/def2-TZVPD

Structure (XYZ):
```
53
C24H22N2O5 (ωB97M-V/def2-TZVPD)
C 2.029 0.130 -3.277
O 1.309 -0.856 -2.578
C 1.695 -1.172 -1.309
C 2.790 -0.606 -0.682
C 3.120 -0.983 0.618
C 4.257 -0.317 1.318
O 5.171 -0.908 1.848
N 4.236 1.056 1.299
C 3.213 1.891 0.843
C 3.518 3.078 0.180
C 2.503 3.862 -0.346
C 1.182 3.471 -0.241
C 0.870 2.305 0.457
C -0.496 1.840 0.555
N -1.533 2.370 -0.013
C -2.585 1.553 0.318
C -3.934 1.607 -0.007
C -4.759 0.609 0.481
C -6.225 0.608 0.166
C -4.236 -0.417 1.281
C -2.900 -0.491 1.620
C -2.085 0.509 1.123
O -0.751 0.704 1.265
C 1.881 1.542 1.031
C 2.386 -1.959 1.258
C 1.264 -2.531 0.650
O 0.637 -3.446 1.430
C -0.528 -4.119 1.004
C 0.896 -2.124 -0.638
O -0.190 -2.698 -1.269
C -1.228 -1.828 -1.678
H 2.000 1.093 -2.755
H 3.068 -0.170 -3.438
H 1.530 0.226 -4.240
H 3.400 0.122 -1.192
H 5.093 1.497 1.611
H 4.550 3.374 0.062
H 2.754 4.777 -0.861
H 0.384 4.048 -0.680
H -4.314 2.406 -0.622
H -6.809 0.661 1.084
H -6.488 1.454 -0.462
H -6.501 -0.310 -0.350
H -4.911 -1.178 1.645
H -2.508 -1.281 2.239
H 1.623 0.667 1.603
H 2.643 -2.276 2.255
H -0.363 -4.665 0.074
H -0.756 -4.820 1.808
H -1.368 -3.432 0.874
H -2.005 -2.474 -2.082
H -1.632 -1.266 -0.829
H -0.897 -1.129 -2.448
```

## Properties
* total energy: -38462.354 eV
* F_max: 1.3 eV/Å
* charge: 0
* SMILES string: COc1cc(C(=O)Nc2cccc(-c3nc4cc(C)ccc4o3)c2)cc(OC)c1OC
* HOMO: -8.35 eV
* energy above the lowest of the compared OMol25 structures with the same formula, charge and spin: 33.0 kcal per mole
* LUMO level: 0.0 eV
* Kohn-Sham gap: 8.356 eV

What did the second record say?
Formula: C24H22N2O5
Source: OMol25
Level of theory: ωB97M-V/def2-TZVPD

Structure (XYZ):
```
53
C24H22N2O5 (ωB97M-V/def2-TZVPD)
C 2.029 0.130 -3.277
O 1.309 -0.856 -2.578
C 1.695 -1.172 -1.309
C 2.790 -0.606 -0.682
C 3.120 -0.983 0.618
C 4.257 -0.317 1.318
O 5.171 -0.908 1.848
N 4.236 1.056 1.299
C 3.213 1.891 0.843
C 3.518 3.078 0.180
C 2.503 3.862 -0.346
C 1.182 3.471 -0.241
C 0.870 2.305 0.457
C -0.496 1.840 0.555
N -1.533 2.370 -0.013
C -2.585 1.553 0.318
C -3.934 1.607 -0.007
C -4.759 0.609 0.481
C -6.225 0.608 0.166
C -4.236 -0.417 1.281
C -2.900 -0.491 1.620
C -2.085 0.509 1.123
O -0.751 0.704 1.265
C 1.881 1.542 1.031
C 2.386 -1.959 1.258
C 1.264 -2.531 0.650
O 0.637 -3.446 1.430
C -0.528 -4.119 1.004
C 0.896 -2.124 -0.638
O -0.190 -2.698 -1.269
C -1.228 -1.828 -1.678
H 2.000 1.093 -2.755
H 3.068 -0.170 -3.438
H 1.530 0.226 -4.240
H 3.400 0.122 -1.192
H 5.093 1.497 1.611
H 4.550 3.374 0.062
H 2.754 4.777 -0.861
H 0.384 4.048 -0.680
H -4.314 2.406 -0.622
H -6.809 0.661 1.084
H -6.488 1.454 -0.462
H -6.501 -0.310 -0.350
H -4.911 -1.178 1.645
H -2.508 -1.281 2.239
H 1.623 0.667 1.603
H 2.643 -2.276 2.255
H -0.363 -4.665 0.074
H -0.756 -4.820 1.808
H -1.368 -3.432 0.874
H -2.005 -2.474 -2.082
H -1.632 -1.266 -0.829
H -0.897 -1.129 -2.448
```

## Properties
* total energy: -38462.354 eV
* F_max: 1.3 eV/Å
* charge: 0
* SMILES string: COc1cc(C(=O)Nc2cccc(-c3nc4cc(C)ccc4o3)c2)cc(OC)c1OC
* HOMO: -8.35 eV
* energy above the lowest of the compared OMol25 structures with the same formula, charge and spin: 33.0 kcal per mole
* LUMO level: 0.0 eV
* Kohn-Sham gap: 8.356 eV

Q: Number 1 is which compound?
A: C24H22IN7O4S3W